Entry 1:
Entry from the OMol25 dataset: a structure of composition C31H20F3N4OPPdS (ωB97M-V with the def2-TZVPD basis set).

## Properties
⟨S²⟩: 0.761
net charge: +1
2S+1: 2

Positions of all 62 atoms, in Å:
Pd1 -0.062 -0.878 0.332
O1 1.893 0.928 1.690
N1 0.594 1.025 1.217
C1 0.350 2.152 0.682
C2 -0.979 2.581 0.222
C3 -1.091 3.963 0.057
C4 -2.307 4.562 -0.231
C5 -3.441 3.778 -0.344
C6 -3.343 2.402 -0.195
C7 -2.125 1.781 0.062
P1 -2.211 -0.034 0.206
C8 -3.333 -0.349 1.571
C9 -2.875 -0.028 2.851
C10 -3.693 -0.239 3.945
C11 -4.963 -0.777 3.769
C12 -5.418 -1.096 2.499
C13 -4.607 -0.880 1.394
C14 -2.916 -0.644 -1.334
C15 -3.031 0.146 -2.476
C16 -3.519 -0.408 -3.651
C17 -3.891 -1.743 -3.692
C18 -3.768 -2.538 -2.558
C19 -3.271 -1.997 -1.385
H1 1.859 0.171 2.296
H2 1.143 2.896 0.670
H3 -0.210 4.581 0.178
H4 -2.365 5.635 -0.350
H5 -4.403 4.229 -0.549
H6 -4.240 1.800 -0.285
H7 -1.874 0.363 2.992
H8 -3.338 0.002 4.938
H9 -5.595 -0.955 4.629
H10 -6.402 -1.525 2.364
H11 -4.969 -1.141 0.408
H12 -2.740 1.188 -2.461
H13 -3.609 0.209 -4.535
H14 -4.279 -2.167 -4.609
H15 -4.061 -3.579 -2.578
H16 -3.192 -2.637 -0.512
N2 -3.385 -4.587 0.846
C20 -2.729 -4.074 1.651
N3 -2.019 -3.475 2.578
C21 -1.108 -2.640 2.374
N4 -0.212 -1.866 2.276
S1 0.400 -2.609 -1.065
C22 1.615 -1.650 -0.755
F1 10.271 -0.039 -1.722
C23 9.479 0.775 -1.019
F2 9.983 0.872 0.219
F3 9.547 1.994 -1.575
C24 8.051 0.287 -0.981
C25 7.651 -0.783 -1.766
C26 6.331 -1.196 -1.728
C27 5.426 -0.529 -0.895
C28 5.840 0.550 -0.102
C29 7.156 0.957 -0.151
C30 4.077 -0.954 -0.854
C31 2.921 -1.325 -0.818
H17 8.364 -1.290 -2.399
H18 5.997 -2.027 -2.333
H19 5.129 1.047 0.544
H20 7.497 1.785 0.455

Löwdin population analysis, charges in e, atoms 1 to 8:
1. Pd 0.56
2. O -0.03
3. N -0.11
4. C -0.06
5. C -0.19
6. C -0.02
7. C -0.04
8. C -0.04

---

Entry 2:
Entry from the OMol25 dataset: the molecule C4H7N3O2 (ωB97M-V with the def2-TZVPD basis set).

## Properties
net charge: 0
2S+1: 1

Positions of all 16 atoms, in Å:
O1 0.028 2.681 -1.117
C1 0.245 1.984 -0.157
N1 -0.467 0.883 0.262
C2 -1.191 0.085 -0.721
C3 -0.166 -0.742 -1.485
N2 0.407 -1.560 -0.414
C4 0.405 -1.205 0.889
O2 0.753 -2.062 1.729
N3 0.089 0.105 1.257
H1 1.169 2.165 0.449
H2 -1.675 0.722 -1.440
H3 -1.992 -0.557 -0.215
H4 0.612 -0.150 -2.023
H5 -0.638 -1.440 -2.241
H6 0.628 -2.551 -0.524
H7 -0.317 0.140 2.214

Löwdin population analysis, charges in e, atoms 1 to 8:
1. O 0.05
2. C -0.31
3. N -0.11
4. C -0.13
5. C -0.14
6. N 0.07
7. C -0.54
8. O 0.01

---

Entry 3:
Entry from the OMol25 dataset: the molecule Cl2HOP (ωB97M-V with the def2-TZVPD basis set).

## Properties
net charge: 0
2S+1: 1

Positions of all 5 atoms, in Å:
O1 0.455 0.384 0.083
P1 1.732 0.078 -0.737
Cl1 1.854 -2.113 0.077
Cl2 3.219 1.037 0.325
H1 0.287 1.026 0.740

From a Löwdin analysis of the wavefunction, the atomic charges in e read:
1. O -0.42
2. P 0.30
3. Cl -0.07
4. Cl 0.14
5. H 0.05

---

Entry 4:
Entry from the OMol25 dataset: the molecule C6H8O3 (ωB97M-V with the def2-TZVPD basis set).

## Properties
net charge: 0
2S+1: 1

Positions of all 17 atoms, in Å:
C1 -2.388 0.591 0.167
C2 -0.992 0.179 -0.285
O1 -0.346 -0.359 1.059
C3 -0.506 -1.368 -0.078
C4 1.051 -1.248 -0.490
C5 1.570 0.179 -0.377
O2 2.511 0.652 0.757
C6 0.247 1.101 -0.523
O3 0.285 2.488 -0.219
H1 -3.094 -0.093 0.536
H2 -1.926 1.458 0.904
H3 -2.766 1.185 -0.637
H4 -0.881 -2.492 0.090
H5 1.732 -1.838 0.315
H6 1.499 -1.756 -1.412
H7 2.136 0.266 -1.423
H8 1.865 1.056 1.616

Löwdin population analysis, charges in e, atoms 1 to 8:
1. C -0.01
2. C -0.23
3. O -0.13
4. C -0.06
5. C -0.16
6. C -0.28
7. O -0.13
8. C -0.07

---

So what do the calculations give for energy relative to the best compared isomer or geometry (same formula, charge and spin)? Going down the list: 7.4; 26.9; 6.8; 168.8 kcal/mol.
So what do the calculations give for F_max? Going down the list: 0.62; 3.19; 2.66; 9.63 eV/A.
So what do the calculations give for molecular weight? Going down the list: 690.983; 129.119; 118.887; 128.127 u.